38
Properties=species:S:1:pos:R:3 method="wB97M-V/def2-TZVPD" total_energy_ha=-8910.948655 lumo_energy_ev=-4.98 e_homo_ev=-12.6673 charge=+1 fmax_ha_per_bohr=0.176
N 0.25 3.62 1.24
C -0.13 2.93 -0.05
N -0.42 3.81 -1.28
C 0.80 3.63 -2.18
C 2.09 4.56 -1.75
O 2.05 5.78 -1.22
I 4.09 3.63 -2.13
N -0.22 1.56 -0.13
P 0.03 0.41 1.21
S 1.62 0.75 2.29
H 1.28 3.75 1.30
H -0.15 3.16 2.09
H -0.48 4.81 -0.91
H 1.18 2.51 -2.16
H 0.48 3.84 -3.31
H -0.51 1.15 -1.06
H 0.24 -0.90 0.59
H -1.19 0.26 2.00
C -1.97 -2.22 -1.61
Cl -1.00 -3.35 -0.64
Cl -0.98 -1.58 -2.94
Cl -3.39 -3.07 -2.28
Cl -2.52 -0.87 -0.58
C -7.77 -2.34 -2.64
Cl -6.77 -1.17 -1.74
Cl -8.67 -1.49 -3.91
Cl -6.73 -3.58 -3.37
Cl -8.92 -3.12 -1.52
C 4.96 -1.00 4.49
Cl 5.38 -1.31 2.78
Cl 4.63 0.73 4.71
Cl 3.52 -1.95 4.93
Cl 6.33 -1.48 5.53
C 2.58 -4.29 0.85
Cl 2.99 -4.60 -0.86
Cl 2.24 -2.56 1.07
Cl 1.13 -5.24 1.29
Cl 3.94 -4.77 1.89

39
Properties=species:S:1:pos:R:3 method="wB97M-V/def2-TZVPD" total_energy_ha=-9518.094997 lumo_energy_ev=1.75 e_homo_ev=-3.9219 charge=-1 fmax_ha_per_bohr=0.096
C 4.42 1.22 0.82
C 3.01 1.67 0.07
Cl 3.49 2.14 -1.70
C 1.94 0.43 -0.07
Cl 1.00 0.75 -1.68
N 0.86 0.41 1.02
P -0.61 -0.14 0.10
P -2.25 1.30 0.51
O -3.58 0.46 0.77
O -1.85 2.21 1.95
O -2.56 2.29 -0.90
H 5.14 0.65 0.08
H 4.97 2.23 1.14
H 4.24 0.58 1.79
H 2.56 2.65 0.55
H 2.46 -0.61 -0.20
H -1.07 -1.42 0.59
H -2.66 2.15 2.57
H -2.15 1.77 -1.66
C -4.68 -0.30 4.61
Cl -3.46 -0.85 5.78
Cl -4.30 1.35 4.08
Cl -4.68 -1.39 3.20
Cl -6.29 -0.32 5.37
C -5.89 0.57 -2.34
Cl -6.15 0.97 -4.05
Cl -4.32 -0.26 -2.16
Cl -5.89 2.06 -1.37
Cl -7.20 -0.50 -1.77
C -0.80 -4.21 -1.38
Cl 0.21 -4.52 -2.82
Cl -1.96 -5.55 -1.17
Cl 0.24 -4.10 0.06
Cl -1.69 -2.68 -1.60
C 7.90 -0.21 -2.04
Cl 8.66 0.89 -3.22
Cl 8.82 -1.73 -1.97
Cl 7.91 0.56 -0.43
Cl 6.22 -0.54 -2.52

23
Properties=species:S:1:pos:R:3 method="wB97M-V/def2-TZVPD" total_energy_ha=-2288.245772 lumo_energy_ev="-17.73 / -20.29" de_lowest_kj_mol=540.2 e_homo_ev="-25.4758 / -25.4767" multiplicity=8 s2=16.040 charge=+4 fmax_ha_per_bohr=0.235
Gd 0.59 2.65 -0.88
La -0.30 -0.02 0.09
Cl -1.23 2.32 0.72
Cl 2.38 1.24 0.01
C 0.94 -1.78 -0.57
C -0.82 3.96 -2.08
C 1.93 3.17 -2.64
O 1.47 -2.73 -0.85
O -1.62 4.65 -2.62
O 2.71 3.41 -3.49
C -0.80 -2.65 2.61
C -2.28 -2.23 2.78
C -2.33 -1.00 1.91
O -0.97 -0.27 2.17
C -0.08 -1.35 2.88
H -0.47 -3.42 3.31
H -0.64 -2.99 1.58
H -2.45 -1.98 3.82
H -2.99 -2.98 2.44
H -2.29 -1.24 0.83
H -3.10 -0.27 2.16
H -0.14 -1.03 3.92
H 0.90 -1.25 2.44

19
Properties=species:S:1:pos:R:3 method="wB97M-V/def2-TZVPD" total_energy_ha=-1301.189897 lumo_energy_ev="0.78 / -2.69" e_homo_ev="-5.0158 / -8.8991" multiplicity=3 s2=2.033 charge=0 fmax_ha_per_bohr=0.115
C 2.13 1.09 0.83
C 2.14 1.86 -0.32
C 1.13 0.20 0.90
C 1.27 1.75 -1.33
C 0.16 0.11 -0.06
C 0.23 0.80 -1.29
C -1.35 -1.35 0.19
N -2.53 -0.68 -0.09
N -1.38 -1.91 1.44
Cl -0.72 0.30 -2.63
Cl -0.90 -2.60 -0.98
H 2.67 1.07 1.66
H 2.81 2.69 -0.52
H 0.90 -0.39 1.74
H 1.28 2.32 -2.19
H -2.62 -0.13 -0.98
H -3.36 -1.32 -0.04
H -1.12 -1.03 2.09
H -0.74 -2.75 1.58

23
Properties=species:S:1:pos:R:3 method="wB97M-V/def2-TZVPD" total_energy_ha=-1966.311673 lumo_energy_ev=3.74 de_lowest_kj_mol=29.4 e_homo_ev=-2.3058 charge=-2 fmax_ha_per_bohr=0.096
C 0.85 -1.92 0.99
C -0.30 -1.75 0.43
C -2.02 -5.69 0.33
C -0.48 1.91 0.14
C 0.36 0.38 -1.62
C -1.59 -1.76 0.08
C 0.46 1.10 -0.57
O -2.28 -6.15 -0.65
O 2.87 0.00 -0.27
O -1.78 -5.32 1.41
O 2.50 2.44 0.06
O 1.75 0.75 1.73
S 2.03 1.02 0.31
Cl -11.90 0.73 0.12
Cl -2.19 -3.13 -0.67
H 1.74 -1.82 0.42
H 0.94 -2.02 1.99
H -0.62 1.46 1.07
H -1.32 2.13 -0.41
H -0.04 2.87 0.49
H -0.38 0.40 -2.41
H 1.08 -0.34 -2.07
H -2.02 -0.85 0.15

31
Properties=species:S:1:pos:R:3 method="wB97M-V/def2-TZVPD" total_energy_ha=-13926.419963 lumo_energy_ev="2.14 / 2.14" de_lowest_kj_mol=0.0 e_homo_ev="-4.5318 / -4.5445" multiplicity=2 s2=0.756 charge=-1 fmax_ha_per_bohr=0.017
Ti -0.63 0.28 1.07
Se -3.23 3.89 0.62
Sb -2.56 2.03 -0.73
Se 0.05 1.85 -0.68
Se -2.97 -0.22 0.40
Se -3.29 1.73 -3.02
C 2.43 -1.46 -2.37
N 1.00 -1.37 -2.58
C 0.39 -1.01 -3.77
C -0.93 -0.91 -3.52
N -1.10 -1.22 -2.19
C 0.08 -1.47 -1.61
S 0.39 -1.84 0.04
H 2.92 -1.57 -3.34
H 2.66 -2.31 -1.74
H 2.79 -0.55 -1.88
H 0.95 -0.85 -4.67
H -1.76 -0.59 -4.13
H -1.96 -1.10 -1.66
Cl 2.14 0.74 2.38
C 3.44 1.13 1.26
Cl 4.21 -0.31 0.57
H 4.20 1.67 1.81
H 3.02 1.73 0.46
Cl -3.55 1.17 4.44
C -2.11 0.19 4.66
Cl -1.14 0.82 6.02
Cl -2.54 -1.49 4.96
C -1.20 0.30 3.41
O -1.17 1.40 2.81
O -0.52 -0.68 3.01

20
Properties=species:S:1:pos:R:3 method="wB97M-V/def2-TZVPD" total_energy_ha=-950.393901 lumo_energy_ev=-5.34 de_lowest_kj_mol=84.1 smiles="CN(C)/C=[NH+]/C(Cl)=C(C#N)C#N" e_homo_ev=-13.2946 charge=+1 fmax_ha_per_bohr=0.106
C 1.21 1.10 -0.21
N 0.05 0.29 0.00
C 0.31 -1.13 0.22
C -1.19 0.75 -0.13
N -2.30 -0.03 -0.04
C -3.64 0.41 -0.18
Cl -3.96 2.05 -0.21
C -4.63 -0.67 -0.08
C -5.99 -0.25 -0.11
N -6.95 0.36 -0.10
C -4.16 -1.95 0.20
N -3.78 -3.04 0.33
H 1.84 0.65 -0.97
H 0.88 2.06 -0.20
H 1.79 0.86 0.60
H 1.28 -1.43 0.39
H -0.07 -1.59 1.08
H -0.21 -1.85 -0.59
H -1.21 1.75 -0.22
H -2.09 -1.06 -0.01

21
Properties=species:S:1:pos:R:3 method="wB97M-V/def2-TZVPD" total_energy_ha=-780.400768 lumo_energy_ev=-0.29 de_lowest_kj_mol=134.9 smiles="FC1=C[C@@H](F)[C@@H](F)N=C1F.C=NC" e_homo_ev=-9.7694 charge=0 fmax_ha_per_bohr=0.093
F 1.01 -1.16 3.69
C 0.04 -1.41 2.80
C -0.24 -2.60 2.25
C -1.40 -2.87 1.46
F -2.33 -3.52 2.19
C -2.04 -1.60 0.90
F -3.41 -1.68 0.85
N -1.77 -0.39 1.63
C -0.89 -0.28 2.54
F -0.71 0.86 3.21
H 0.28 -3.44 2.68
H -1.08 -3.41 0.54
H -1.65 -1.41 -0.12
C 0.64 1.34 -1.89
N 0.39 0.96 -0.68
C 0.44 1.85 0.36
H 0.86 2.34 -2.24
H 0.64 0.60 -2.72
H -0.62 2.10 0.53
H 0.86 1.28 1.37
H 1.12 2.67 0.04

20
Properties=species:S:1:pos:R:3 method="wB97M-V/def2-TZVPD" total_energy_ha=-1294.440721 lumo_energy_ev="-0.64 / -1.26" de_lowest_kj_mol=300.6 e_homo_ev="-8.3347 / -6.5193" charge=0 fmax_ha_per_bohr=0.066
C -1.72 0.59 0.36
C 0.28 -1.69 -0.60
C -1.59 -0.80 0.84
C -0.08 -0.73 0.61
C 0.49 1.69 0.19
C -0.04 -1.27 -2.01
C 1.97 1.50 0.38
N -0.28 0.64 0.36
O -2.47 1.54 0.33
I -2.21 -0.90 2.99
I -2.00 -0.89 -2.37
I 1.30 0.04 -3.05
H 1.31 -1.76 -0.56
H -0.35 -2.56 -0.53
H -2.14 -1.64 0.45
H 0.72 -0.91 1.39
H 0.00 2.57 0.00
H 2.31 2.16 -0.39
H 2.19 0.41 0.26
H 2.31 2.00 1.35

20
Properties=species:S:1:pos:R:3 method="wB97M-V/def2-TZVPD" total_energy_ha=-1151.896775 lumo_energy_ev=-4.79 de_lowest_kj_mol=0.0 smiles="O=C(I)C[C@H]1C=[NH+]C[C@@H]1N=C=S" e_homo_ev=-12.8435 charge=+1 fmax_ha_per_bohr=0.009
O 2.02 -1.68 1.36
C 2.23 -0.71 0.72
I 3.50 -0.75 -1.00
C 1.53 0.62 0.95
C -0.03 0.49 0.87
C -0.50 1.68 0.10
N -0.67 1.40 -1.13
C -0.45 -0.04 -1.44
C -0.56 -0.64 -0.03
N -1.97 -0.78 0.30
C -2.59 -1.83 0.23
S -3.42 -3.13 0.22
H 1.92 1.37 0.27
H 1.80 0.93 1.97
H -0.43 0.47 1.88
H -0.67 2.68 0.48
H -0.93 2.08 -1.84
H -1.25 -0.39 -2.09
H 0.51 -0.18 -1.93
H -0.02 -1.58 0.10

26
Properties=species:S:1:pos:R:3 method="wB97M-V/def2-TZVPD" total_energy_ha=-10753.670486 lumo_energy_ev="4.24 / 4.25" de_lowest_kj_mol=157.0 e_homo_ev="-0.4957 / -0.4795" charge=-2 fmax_ha_per_bohr=0.011
Pt 0.51 -0.46 0.18
N -1.78 -2.01 -2.96
C -0.79 -1.52 -3.81
C 0.06 -0.80 -3.04
N -0.37 -0.86 -1.74
C -1.44 -1.61 -1.72
C -2.04 -1.89 -0.42
N -1.44 -1.43 0.66
C -2.18 -1.89 1.73
C -3.23 -2.62 1.26
N -3.16 -2.56 -0.12
H -2.33 -2.83 -3.14
H -0.77 -1.78 -4.85
H 0.98 -0.28 -3.29
H -1.89 -1.68 2.74
H -4.00 -3.17 1.78
H -3.56 -3.26 -0.73
Se -0.41 -4.48 -0.58
Sb 1.58 -3.01 -0.23
Se 2.09 1.06 -0.66
Se 2.80 -3.64 1.76
Se 2.85 -2.82 -2.29
I 0.61 -1.06 3.78
C 1.30 0.01 2.00
H 2.38 -0.13 2.05
H 1.05 1.03 2.27

17
Properties=species:S:1:pos:R:3 method="wB97M-V/def2-TZVPD" total_energy_ha=-380.946018 lumo_energy_ev=-0.56 de_lowest_kj_mol=203.9 smiles="C1=C2CCCC=C2N=N1" e_homo_ev=-9.1671 charge=0 fmax_ha_per_bohr=0.074
C 0.46 1.46 1.91
C 0.42 0.49 0.95
C 1.28 -0.54 0.33
C 0.53 -1.28 -0.84
C -0.69 -0.66 -1.53
C -1.54 0.25 -0.67
C -0.99 0.61 0.47
N -1.61 1.59 1.22
N -0.74 2.03 2.05
H 1.35 1.82 2.42
H 2.26 -0.08 -0.11
H 1.58 -1.33 1.14
H 1.28 -1.34 -1.59
H 0.33 -2.31 -0.53
H -0.35 0.13 -2.27
H -1.09 -1.47 -2.02
H -2.49 0.62 -0.93

18
Properties=species:S:1:pos:R:3 method="wB97M-V/def2-TZVPD" total_energy_ha=-455.981551 lumo_energy_ev="-0.47 / 0.01" de_lowest_kj_mol=821.0 e_homo_ev="-7.8146 / -7.8995" charge=0 fmax_ha_per_bohr=0.082
C 0.21 1.18 0.71
C -1.02 0.51 -0.07
C 1.06 0.17 1.26
C 0.00 1.32 -0.82
C 0.56 -1.17 0.68
C -0.35 -0.82 -0.42
C 0.39 -0.05 -1.58
N -0.77 1.89 1.54
N -1.84 1.01 0.98
O -0.03 -0.18 -2.83
H 1.51 0.23 2.25
H 1.27 -1.93 0.38
H 0.03 -1.66 1.53
H -0.91 -1.59 -0.84
H 1.43 -0.34 -1.60
H -0.82 2.93 1.36
H -2.79 1.47 0.56
H -0.98 0.07 -2.84

18
Properties=species:S:1:pos:R:3 method="wB97M-V/def2-TZVPD" total_energy_ha=-456.064433 lumo_energy_ev=0.69 de_lowest_kj_mol=603.3 smiles="O[C@H]1[C@@H]2C=C[C@H]1c1[nH][nH]c12" e_homo_ev=-7.8650 charge=0 fmax_ha_per_bohr=0.064
O -1.59 -1.19 1.17
C -0.46 -0.41 1.27
C 0.72 -0.98 0.41
C 1.77 0.19 0.79
C 1.05 1.32 0.76
C -0.41 1.01 0.51
C -0.52 0.52 -0.85
N -0.71 0.60 -2.29
N 0.17 -0.61 -2.36
C 0.16 -0.64 -0.92
H -2.41 -0.65 1.38
H -0.13 -0.22 2.28
H 1.22 -2.02 0.54
H 2.89 -0.04 1.00
H 1.44 2.43 0.88
H -1.03 1.76 0.86
H -1.75 0.25 -2.55
H -0.40 -1.31 -2.87

19
Properties=species:S:1:pos:R:3 method="wB97M-V/def2-TZVPD" total_energy_ha=-531.251173 lumo_energy_ev=-0.86 de_lowest_kj_mol=808.4 e_homo_ev=-8.6669 charge=0 fmax_ha_per_bohr=0.146
C -0.51 0.29 -2.37
C -0.35 -0.01 -0.81
C -0.70 -1.13 -0.12
C -0.25 -1.16 1.19
C 0.38 -0.08 1.86
C 0.94 0.95 1.12
C 0.38 1.07 -0.18
H -1.31 -0.38 -2.80
H 0.53 -0.33 -2.94
H -0.95 1.35 -2.85
H -0.99 -1.98 -0.80
H 0.23 -0.06 3.14
H 1.27 1.91 1.45
H 0.24 2.77 -1.52
H 1.59 2.82 -0.63
N 0.87 2.06 -1.00
N -0.40 -2.34 2.14
O -1.52 -2.91 2.00
O 0.54 -2.86 3.13

19
Properties=species:S:1:pos:R:3 method="wB97M-V/def2-TZVPD" total_energy_ha=-531.516656 lumo_energy_ev=0.58 de_lowest_kj_mol=111.4 smiles="Nc1ccc(C(=O)O)c(N)c1" e_homo_ev=-8.7624 charge=0 fmax_ha_per_bohr=0.113
N 3.11 -0.14 -0.05
C 1.76 -0.23 0.04
C 1.20 -1.52 -0.11
C -0.19 -1.52 -0.19
C -0.95 -0.38 -0.07
C -2.50 -0.63 0.03
O -2.88 -1.77 0.36
O -3.36 0.24 -0.31
C -0.42 0.89 0.08
N -1.22 2.01 -0.02
C 0.98 0.98 0.09
H 3.59 -0.96 -0.51
H 3.62 -0.14 0.85
H 1.82 -2.42 -0.03
H -0.72 -2.36 -0.41
H -2.89 1.17 -0.50
H -0.56 2.72 0.03
H -1.79 2.17 0.84
H 1.41 1.90 -0.12

20
Properties=species:S:1:pos:R:3 method="wB97M-V/def2-TZVPD" total_energy_ha=-929.561118 lumo_energy_ev="-0.63 / -0.63" de_lowest_kj_mol=495.4 smiles="CC=C=N[C@@]1(O)C=CC(O)=[N+]1[S-]" e_homo_ev="-7.4496 / -7.4527" charge=0 fmax_ha_per_bohr=0.093
C -2.71 1.47 -0.86
C -2.42 0.31 -0.06
C -1.37 0.17 0.73
N -0.30 0.21 1.36
C 1.14 -0.11 1.31
O 1.73 0.56 2.37
C 1.06 -1.56 1.12
C 1.20 -1.86 -0.21
C 1.63 -0.67 -0.81
O 1.88 -0.51 -2.10
N 1.62 0.38 -0.01
S 2.10 1.94 -0.13
H -3.81 1.68 -0.93
H -2.04 2.36 -0.61
H -2.61 1.20 -1.97
H -3.03 -0.60 0.10
H 1.79 1.56 2.12
H 0.96 -2.38 1.81
H 1.34 -2.74 -0.66
H 1.84 -1.38 -2.58

22
Properties=species:S:1:pos:R:3 method="wB97M-V/def2-TZVPD" total_energy_ha=-1402.930291 lumo_energy_ev="-0.23 / -3.39" e_homo_ev="-4.3477 / -9.0920" multiplicity=3 s2=2.021 charge=0 fmax_ha_per_bohr=0.090
C 2.96 0.54 -0.62
C 2.97 -0.66 -1.29
C 1.92 0.89 0.21
C 1.94 -1.50 -1.08
C 0.81 0.03 0.32
C 0.77 -1.16 -0.42
C -1.28 -0.75 0.90
N -0.28 0.20 1.12
N -2.34 -0.80 1.76
O -1.49 1.21 -1.65
O -3.69 0.30 -1.10
O -2.37 1.76 0.53
S -0.67 -2.13 0.11
S -2.30 0.56 -0.64
H 3.90 0.98 -0.63
H 3.87 -1.04 -1.78
H 2.03 1.77 0.83
H 1.93 -2.48 -1.63
H -0.74 1.17 1.08
H -2.14 2.65 0.29
H -3.00 -1.67 1.92
H -2.79 0.13 1.77

22
Properties=species:S:1:pos:R:3 method="wB97M-V/def2-TZVPD" total_energy_ha=-756.911451 lumo_energy_ev="-0.12 / -2.84" de_lowest_kj_mol=0.0 e_homo_ev="-7.3815 / -9.6433" multiplicity=3 s2=2.032 charge=0 fmax_ha_per_bohr=0.086
C -0.27 2.16 -0.08
C 0.51 1.83 -1.27
C -0.81 1.25 0.77
C 0.58 0.55 -1.63
C -0.72 -0.19 0.39
C 0.22 -0.50 -0.75
C -0.39 -1.09 1.69
N -2.18 -0.68 -0.11
N 2.25 -0.58 0.16
O -2.40 -0.27 -1.19
O -2.93 -1.20 0.65
O 2.65 0.15 0.97
O 2.85 -1.34 -0.55
O 0.44 -1.85 -0.95
H -0.46 3.13 0.21
H 1.04 2.65 -1.70
H -1.66 1.48 1.44
H 1.14 0.31 -2.52
H 0.00 -2.01 1.17
H -1.35 -1.36 2.11
H 0.17 -0.64 2.52
H 1.32 -1.80 -1.34

18
Properties=species:S:1:pos:R:3 method="wB97M-V/def2-TZVPD" total_energy_ha=-435.351817 lumo_energy_ev=-4.38 de_lowest_kj_mol=423.9 e_homo_ev=-12.0102 charge=+1 fmax_ha_per_bohr=0.089
C -2.25 -1.00 0.95
N -1.33 -0.34 0.06
C -0.62 -0.98 -0.75
N 0.00 -1.80 -1.35
C -1.32 1.15 -0.20
C -0.23 1.95 -0.02
C 1.10 1.68 0.49
C 1.86 0.69 0.04
C 2.85 -0.13 -0.14
N 3.84 -0.79 -0.34
H -3.13 -0.43 1.27
H -2.46 -2.02 0.63
H -1.63 -1.18 1.97
H 0.33 -2.13 -2.23
H -2.29 1.33 -0.50
H -0.47 3.01 -0.01
H 1.49 2.33 1.31
H 4.27 -1.34 -1.18

19
Properties=species:S:1:pos:R:3 method="wB97M-V/def2-TZVPD" total_energy_ha=-510.684630 lumo_energy_ev="-6.64 / -6.09" de_lowest_kj_mol=355.9 e_homo_ev="-13.2854 / -12.9507" charge=+1 fmax_ha_per_bohr=0.063
N -3.62 -1.08 0.25
N -2.34 -0.83 0.18
C -1.97 0.47 0.02
O -2.97 1.42 -0.18
N -0.74 1.01 -0.10
C 0.52 0.55 -0.07
C 0.85 -0.87 -0.37
C 2.12 -1.34 -0.27
C 3.12 -0.50 0.26
C 2.92 0.85 0.25
C 1.67 1.40 0.02
H -3.75 -2.06 0.09
H -4.40 -0.47 0.19
H -2.79 2.37 0.02
H -0.01 -1.54 -0.71
H 2.22 -2.42 -0.52
H 4.06 -0.83 0.50
H 3.72 1.44 0.38
H 1.40 2.41 0.06

19
Properties=species:S:1:pos:R:3 method="wB97M-V/def2-TZVPD" total_energy_ha=-833.766396 lumo_energy_ev=-4.51 de_lowest_kj_mol=0.0 e_homo_ev=-12.4907 charge=+1 fmax_ha_per_bohr=0.028
C -0.35 2.11 0.01
C 0.98 2.58 -0.04
C 1.78 -1.96 -0.01
C -0.61 0.76 0.03
C 0.50 -1.49 -0.03
C 1.74 0.46 -0.01
C -2.01 0.27 0.13
N 1.99 1.74 -0.03
N 0.46 -0.10 -0.02
N -0.62 -2.27 0.02
S 2.97 -0.72 0.03
H -1.16 2.82 0.05
H 1.22 3.63 -0.06
H 2.07 -2.99 0.00
H -2.35 -0.13 -0.83
H -2.10 -0.50 0.89
H -2.67 1.09 0.38
H -0.42 -3.26 0.03
H -1.41 -2.03 -0.55